Molecular formula: C9H16NO
Method: DFT, wB97M-V/def2-TZVPD

Structure (XYZ):
```
27
Properties=species:S:1:pos:R:3:lowdin_charge:R:1
O -1.5934 -0.6919 0.7718 -0.1522
N -1.3356 1.9835 1.3898 0.2543
C 1.5039 1.4247 -1.2261 -0.1072
C 0.2991 -0.7769 -1.4128 -0.1114
C 1.4314 0.1636 -1.6158 -0.0994
C 0.4182 2.1132 -0.4705 -0.1375
C -0.3269 -0.2021 0.3908 -0.2560
C -1.6305 -2.0588 1.2339 -0.0223
C -0.1481 1.2701 0.5896 -0.3043
C 0.7168 0.2631 1.3730 0.0403
C 0.8431 -2.1895 -1.4418 -0.0569
H 0.5505 0.1616 2.4517 0.1233
H 1.5747 -2.2942 -0.7133 0.0732
H -2.6989 -2.2800 1.3892 0.1075
H -0.2612 2.3148 -1.3113 0.1418
H -0.6765 -0.4642 -1.8185 0.1413
H 0.1060 -2.9336 -1.4309 0.0629
H -1.1009 -2.2533 2.1520 0.0871
H -2.0394 1.2585 1.0637 0.1663
H 2.2306 2.1097 -1.6941 0.1340
H 1.7977 0.2358 1.2178 0.1271
H -1.5162 2.8643 0.9652 0.1340
H -1.1392 -2.6537 0.4310 0.0915
H 1.3789 -2.3181 -2.3352 0.0748
H -1.5537 2.0360 2.4275 0.2006
H 2.1701 -0.1473 -2.2943 0.1106
H 0.9996 3.0646 -0.0824 0.1767
```

Properties
Spin multiplicity: 3
Energy, Ha: -481.98126
Charge: +1
Frontier orbital gap (spin up / spin down), eV: 5.564 / 7.154
<S²>: 2.010